# C4H10O

C4H10O as an isolated structure (ωB97M-V/def2-TZVPD, the Open Molecules 2025 dataset).

Results
- Charge: 0
- Energy relative to the best compared isomer or geometry (same formula, charge and spin): 4.324 eV
- HOMO: -7.562 eV
- LUMO energy: 0.8 eV

Element x y z (Å)
1 C 1.88366 0.09253 0.32612
2 C 0.89117 -0.74986 -0.47885
3 C -0.16866 -0.05668 -1.29289
4 C -1.98355 0.01484 0.67516
5 O -1.07441 0.92048 0.03777
6 H 1.36398 0.67118 1.09840
7 H 2.39930 0.80574 -0.32824
8 H 2.64441 -0.52499 0.81911
9 H 1.43007 -1.30529 -1.26681
10 H 0.45234 -1.53451 0.15520
11 H 0.31841 0.87085 -1.66717
12 H -2.34364 -0.71292 -0.05821
13 H -1.41872 -0.49438 1.45582
14 H -2.80554 0.57557 1.13034
15 H -1.58881 1.42745 -0.60575

Cartesian forces, eV/Å:
0.027 0.114 0.016
-0.107 -0.101 0.037
0.304 0.143 0.069
-0.079 -0.167 0.201
-0.071 0.093 -0.274
0.085 -0.091 -0.100
-0.076 -0.098 0.099
-0.132 0.073 -0.067
-0.088 0.072 0.057
0.055 0.088 -0.110
-0.101 -0.142 0.039
0.029 0.109 0.115
-0.086 0.038 -0.081
0.120 -0.091 -0.069
0.121 -0.038 0.067

Atom charges from the natural (NBO) analysis, given in e for atoms 1 to 6: -0.6182, -0.5292, -0.2147, -0.2616, -0.6075, 0.2019


# C16H35AuCl2N8O4P

C16H35AuCl2N8O4P as an isolated structure (ωB97M-V/def2-TZVPD, the Open Molecules 2025 dataset).

Results
- Charge: +3
- Energy relative to the best compared isomer or geometry (same formula, charge and spin): 0.319 eV
- HOMO: -16.649 eV
- LUMO energy: -9.7 eV

Element x y z (Å)
1 Au 0.31168 0.07859 0.02170
2 C -0.59006 3.42388 0.21346
3 N 0.23889 3.42987 -0.98184
4 C 0.73979 4.69118 -1.54628
5 C 1.07417 4.31041 -2.99565
6 N 0.93057 2.84656 -2.99433
7 C 1.51459 2.03766 -4.05354
8 C 0.40699 2.43284 -1.84448
9 N -0.03652 1.16967 -1.60871
10 C -0.57639 0.34250 -2.68932
11 C -1.66313 -0.47299 -2.03176
12 N -0.99505 -1.14063 -0.89850
13 C -1.25792 -2.41909 -0.61229
14 N -0.33634 -3.32601 -0.21210
15 C 1.11027 -3.17626 -0.34919
16 C -0.93858 -4.66902 -0.12593
17 C -2.37223 -4.45014 -0.62594
18 N -2.46219 -2.98854 -0.72958
19 C -3.74038 -2.34463 -1.01221
20 H -0.37904 4.33628 0.76594
21 H -0.36812 2.58368 0.86415
22 H -1.65085 3.41042 -0.04363
23 H 1.60307 5.04246 -0.98132
24 H -0.04111 5.44783 -1.49465
25 H 2.09318 4.57480 -3.27419
26 H 0.39252 4.75636 -3.71966
27 H 2.38265 2.56599 -4.44363
28 H 0.81433 1.87791 -4.87361
29 H 1.85471 1.08635 -3.65666
30 H 0.17434 -0.32044 -3.12640
31 H -0.98558 0.98305 -3.47084
32 H -2.04768 -1.21489 -2.72924
33 H -2.47122 0.17684 -1.69487
34 H 1.36567 -2.77284 -1.33043
35 H 1.55813 -4.16392 -0.26460
36 H 1.53649 -2.55269 0.42997
37 H -0.89300 -5.05812 0.89382
38 H -0.38970 -5.35739 -0.76591
39 H -3.12384 -4.81882 0.07054
40 H -2.55448 -4.91384 -1.59572
41 H -4.52902 -2.99969 -0.64857
42 H -3.90126 -2.19101 -2.07826
43 H -3.81300 -1.39410 -0.48745
44 Cl 3.28313 -0.38536 -1.21384
45 C 3.79653 1.02807 -0.27050
46 Cl 3.82136 2.51266 -1.21782
47 C 2.94137 1.24132 0.97609
48 O 3.54184 1.43041 2.01940
49 O 1.63560 1.25328 0.97669
50 H 4.81111 0.83307 0.05856
51 N -1.57925 -2.62795 3.02489
52 C -1.13289 -1.54270 3.96906
53 P -0.39463 -0.16253 2.97428
54 O -1.43074 0.78094 2.53641
55 O 0.35056 -0.96129 1.86563
56 C 0.68884 0.66601 4.22919
57 N 2.17400 0.52237 4.19401
58 H -2.52471 -2.44393 2.68259
59 H -1.58594 -3.54501 3.47594
60 H -0.93882 -2.64700 2.21225
61 H -0.44628 -1.98370 4.68938
62 H -2.00887 -1.16529 4.49465
63 H 0.35275 0.34169 5.21602
64 H 0.45376 1.72648 4.14283
65 H 2.49244 -0.41993 4.41871
66 H 2.59011 1.14684 4.89168
67 H 2.62512 0.82589 3.28190

Cartesian forces, eV/Å:
-0.060 -0.172 -0.004
-0.100 -0.010 -0.037
0.206 -0.035 0.134
-0.023 0.006 -0.024
-0.005 0.021 -0.003
-0.015 -0.008 0.005
0.026 0.025 0.014
-0.144 0.081 0.044
0.359 -0.110 0.038
-0.050 0.011 0.006
0.030 -0.018 -0.110
-0.011 0.042 0.202
0.098 -0.134 -0.125
-0.057 0.165 0.399
-0.047 -0.057 -0.197
-0.015 0.024 -0.066
0.003 -0.020 -0.043
-0.024 -0.046 -0.087
-0.026 0.017 0.085
0.002 -0.004 0.004
-0.007 0.034 -0.011
0.000 0.006 -0.008
0.020 -0.008 -0.018
0.003 0.001 0.014
-0.003 -0.006 0.010
0.003 0.005 -0.002
0.001 -0.009 0.006
0.000 0.000 0.001
0.012 -0.058 0.032
-0.019 0.006 -0.026
-0.002 0.023 0.014
-0.006 -0.027 0.022
-0.011 0.006 -0.023
-0.013 0.038 0.011
-0.017 0.005 -0.021
-0.006 0.085 0.070
-0.015 0.001 -0.020
0.021 -0.005 0.022
-0.013 -0.002 -0.016
0.009 -0.009 0.000
-0.002 0.011 0.029
-0.006 -0.025 0.002
0.033 0.029 -0.030
-0.090 0.056 -0.020
0.004 0.039 -0.010
-0.125 0.010 -0.061
-0.260 -0.191 0.168
0.055 -0.136 0.277
0.042 0.197 -0.264
-0.008 0.011 0.000
0.025 0.029 -0.041
-0.036 0.004 -0.053
-0.081 -0.104 0.063
0.004 0.023 -0.029
0.207 0.016 -0.058
0.052 0.065 -0.062
0.144 0.055 -0.086
0.009 0.019 -0.033
-0.029 -0.003 0.009
-0.009 -0.041 0.037
0.047 -0.023 -0.061
0.031 -0.019 0.072
-0.047 0.076 0.009
0.022 -0.002 -0.072
0.005 -0.035 -0.046
-0.025 -0.067 0.078
-0.064 0.143 -0.108

Atom charges from the natural (NBO) analysis, given in e for atoms 1 to 6: 1.4910, -0.4177, -0.3608, -0.2205, -0.2206, -0.3585


# C2H4O2S

One molecule with the formula C2H4O2S at a distorted geometry (ωB97M-V/def2-TZVPD, the Open Molecules 2025 dataset).

Results
- Charge: 0
- Energy relative to the best compared isomer or geometry (same formula, charge and spin): 2.031 eV
- HOMO: -8.931 eV
- LUMO energy: 0.4 eV
- SMILES: OCC(O)=S

Element x y z (Å)
1 O 1.45738 0.01240 -0.12422
2 C 0.17398 -0.80123 0.15488
3 C -0.91744 0.22989 0.14385
4 O -0.39406 1.45126 0.11583
5 S -2.42758 -0.00178 -0.10136
6 H 1.53732 0.45295 -1.01891
7 H -0.02601 -1.76559 -0.45328
8 H 0.06538 -1.03750 1.20704
9 H 0.53103 1.45960 0.07618

Cartesian forces, eV/Å:
-0.400 -1.859 -0.063
0.693 0.759 -1.164
3.033 1.071 -2.044
-3.607 1.500 0.600
-3.445 -0.906 0.090
-0.710 -1.559 1.036
0.618 2.000 0.694
1.499 -0.553 0.430
2.319 -0.453 0.422

Atom charges from the natural (NBO) analysis, given in e for atoms 1 to 6: -0.7608, -0.1629, 0.1346, -0.6540, 0.0013, 0.4851